1.
Below is the molecule C7H8N4OS at a distorted geometry, with properties calculated with wB97M-V/def2-TZVPD.

The calculation puts the largest force on an atom at 4.79 eV Å⁻¹. For the HOMO energy (spin up / spin down), the calculation gives -0.278 / -0.278 Ha. The energy above the lowest of the compared OMol25 structures with the same formula, charge and spin comes out at 448.70 kJ/mol.

Geometry as ORCA input:
```
! wB97M-V def2-TZVPD RIJCOSX def2/J DEFGRID3
* xyz 0 1
C -2.07 1.54 -2.19
C -0.81 2.15 -1.94
C -2.41 0.43 -1.40
C 0.05 1.71 -0.99
C -1.47 -0.13 -0.55
C -0.22 0.47 -0.35
C 1.13 -2.03 2.09
N 1.88 -1.05 2.40
N 2.57 -0.30 1.56
N 1.83 0.19 0.66
N 0.63 -0.22 0.47
O 0.41 -2.60 3.11
S 1.07 -3.02 0.65
H -2.83 1.77 -2.82
H -0.43 3.06 -2.37
H -3.26 -0.08 -1.44
H 0.85 2.32 -0.90
H -1.63 -0.96 -0.03
H 2.19 1.02 0.26
H 0.70 -2.19 3.96
H 1.84 -2.11 -0.19
*
```

2.
Below is a 2-piece molecular cluster, C7H8N5 overall at a distorted geometry, with properties calculated with wB97M-V/def2-TZVPD.

The calculation puts the largest force on an atom at 3.48 eV Å⁻¹. For the HOMO energy, the calculation gives -0.507 Ha. The energy above the lowest of the compared OMol25 structures with the same formula, charge and spin comes out at 72.34 kJ/mol.

Geometry as ORCA input:
```
! wB97M-V def2-TZVPD RIJCOSX def2/J DEFGRID3
* xyz 1 1
C -2.88 -0.53 0.85
C -2.54 0.39 -0.13
C -1.89 -1.16 1.65
C -1.22 0.76 -0.37
C -0.60 -0.86 1.39
C -0.30 0.11 0.43
C 1.13 0.21 0.19
N 0.87 -2.49 -1.65
N 3.61 1.46 -1.73
N 3.26 1.12 -0.63
N 1.37 -1.73 -1.02
N 1.77 1.09 -0.52
H -4.00 -0.66 1.01
H -3.30 1.07 -0.65
H -2.11 -1.84 2.45
H -1.01 1.66 -0.97
H 0.07 -1.48 1.90
H 1.67 -0.52 0.75
H 4.66 1.49 -1.87
H 1.45 1.91 -1.07
*
```

3.
Below is the molecule C7H8O at a distorted geometry, with properties calculated with wB97M-V/def2-TZVPD.

As for the structure (SMILES): C=C1CC=C(C)C1=O. The calculation puts the largest force on an atom at 3.74 eV Å⁻¹. For the HOMO energy, the calculation gives -0.348 Ha. The energy above the lowest of the compared OMol25 structures with the same formula, charge and spin comes out at 215.34 kJ/mol.

Geometry as ORCA input:
```
! wB97M-V def2-TZVPD RIJCOSX def2/J DEFGRID3
* xyz 0 1
C -2.44 -0.92 -0.15
C -1.33 -0.25 -0.07
C -1.02 1.26 0.21
C 0.49 1.36 -0.15
C 1.06 0.11 0.03
C 2.41 -0.39 -0.05
C -0.04 -0.93 0.09
O 0.32 -2.13 0.15
H -2.49 -2.02 -0.51
H -3.32 -0.35 0.07
H -1.26 1.59 1.28
H -1.66 2.04 -0.43
H 0.98 2.38 -0.27
H 2.53 -1.24 -0.80
H 2.61 -0.98 0.85
H 3.17 0.46 -0.27
*
```

4.
Below is a 2-piece molecular cluster, C7H8O overall at a distorted geometry, with properties calculated with wB97M-V/def2-TZVPD.

As for the structure (SMILES): C=C=C=O.CC#CC. The calculation puts the largest force on an atom at 4.54 eV Å⁻¹. For the HOMO energy, the calculation gives -0.326 Ha. The energy above the lowest of the compared OMol25 structures with the same formula, charge and spin comes out at 504.63 kJ/mol.

Geometry as ORCA input:
```
! wB97M-V def2-TZVPD RIJCOSX def2/J DEFGRID3
* xyz 0 1
C -3.41 -0.77 -0.62
C -2.52 -0.51 -1.58
C -1.58 0.06 -2.24
O -1.00 0.56 -3.14
H -4.16 -1.60 -0.84
H -3.17 -0.34 0.40
C 1.17 2.88 1.25
C 1.15 1.49 0.74
C 1.20 0.33 0.41
C 1.40 -1.03 0.07
H 1.19 3.78 0.59
H 2.08 2.94 1.89
H 0.23 2.96 1.74
H 0.85 -1.44 -0.69
H 1.17 -1.69 0.95
H 2.53 -1.16 -0.14
*
```

5.
Below is the molecule C7H8O at a distorted geometry, with properties calculated with wB97M-V/def2-TZVPD.

As for the structure (SMILES): C/C=C1/C=CC=CO1. The calculation puts the largest force on an atom at 9.26 eV Å⁻¹. For the HOMO energy, the calculation gives -0.281 Ha. The energy above the lowest of the compared OMol25 structures with the same formula, charge and spin comes out at 451.06 kJ/mol.

Geometry as ORCA input:
```
! wB97M-V def2-TZVPD RIJCOSX def2/J DEFGRID3
* xyz 0 1
C -2.74 -0.36 0.26
C -1.47 0.47 -0.32
C -0.24 0.03 -0.37
C 0.73 1.23 -0.07
C 1.99 1.05 0.00
C 2.51 -0.51 0.18
C 1.63 -1.42 -0.05
O 0.25 -1.10 -0.41
H -2.38 -1.43 0.44
H -3.07 -0.28 1.27
H -3.55 -0.41 -0.48
H -1.82 1.47 -0.41
H 0.32 2.30 -0.28
H 2.64 1.92 0.20
H 3.51 -0.49 0.36
H 1.70 -2.47 -0.32
*
```

6.
Below is the molecule C7H8O at a distorted geometry, with properties calculated with wB97M-V/def2-TZVPD.

As for the structure (SMILES): O=CC1=CC[C@H]2C[C@@H]12. The calculation puts the largest force on an atom at 4.02 eV Å⁻¹. For the HOMO energy, the calculation gives -0.342 Ha. The energy above the lowest of the compared OMol25 structures with the same formula, charge and spin comes out at 278.01 kJ/mol.

Geometry as ORCA input:
```
! wB97M-V def2-TZVPD RIJCOSX def2/J DEFGRID3
* xyz 0 1
O -3.05 -0.53 0.01
C -2.34 0.51 -0.07
C -0.91 0.41 -0.07
C 0.02 1.44 0.07
C 1.40 0.92 -0.03
C 1.12 -0.60 -0.43
C 0.55 -1.51 0.54
C -0.37 -0.92 -0.48
H -2.74 1.60 -0.02
H -0.16 2.50 0.46
H 1.91 1.01 0.82
H 2.05 1.56 -0.67
H 1.95 -1.07 -1.00
H 0.40 -1.23 1.64
H 0.85 -2.50 0.45
H -0.68 -1.60 -1.21
*
```

7.
Below is the molecule C7H8O at a distorted geometry, with properties calculated with wB97M-V/def2-TZVPD.

As for the structure (SMILES): O=CC1=CC[C@H]2C[C@@H]12. The calculation puts the largest force on an atom at 4.48 eV Å⁻¹. For the HOMO energy, the calculation gives -0.324 Ha. The energy above the lowest of the compared OMol25 structures with the same formula, charge and spin comes out at 299.42 kJ/mol.

Geometry as ORCA input:
```
! wB97M-V def2-TZVPD RIJCOSX def2/J DEFGRID3
* xyz 0 1
O 3.25 0.69 -0.19
C 2.31 0.19 -0.70
C 0.90 0.07 -0.30
C 0.16 -1.00 -0.79
C -1.31 -0.89 -0.51
C -1.44 0.31 0.31
C -0.53 0.42 1.58
C 0.16 1.07 0.36
H 2.44 -0.37 -1.60
H 0.71 -1.79 -1.40
H -1.76 -1.89 -0.23
H -1.80 -0.77 -1.43
H -2.32 0.94 0.31
H -0.11 -0.40 2.09
H -0.95 1.17 2.25
H 0.29 2.23 0.24
*
```

8.
Below is C7H8O as an isolated structure at a distorted geometry, with properties calculated with wB97M-V/def2-TZVPD.

The calculation puts the largest force on an atom at 2.78 eV Å⁻¹. For the HOMO energy (spin up / spin down), the calculation gives -0.307 / -0.276 Ha. The energy above the lowest of the compared OMol25 structures with the same formula, charge and spin comes out at 708.86 kJ/mol.

Geometry as ORCA input:
```
! wB97M-V def2-TZVPD RIJCOSX def2/J DEFGRID3
* xyz 0 1
C 1.01 1.09 -1.43
C -1.30 -0.75 1.46
C -1.40 0.25 0.33
C 1.06 0.58 0.01
C 2.02 -0.23 0.46
C 0.13 -0.01 -1.58
C -1.05 -0.30 -1.14
O -2.10 1.24 0.37
H 0.54 2.07 -1.54
H 1.98 1.02 -1.91
H -0.67 -1.59 1.20
H -2.31 -1.11 1.68
H -0.90 -0.25 2.34
H 2.19 -0.31 1.53
H 2.66 -0.83 -0.18
H -1.85 -0.87 -1.59
*
```

9.
Below is C7H8O as an isolated structure at a distorted geometry, with properties calculated with wB97M-V/def2-TZVPD.

The calculation puts the largest force on an atom at 7.30 eV Å⁻¹. For the HOMO energy, the calculation gives -0.305 Ha. The energy above the lowest of the compared OMol25 structures with the same formula, charge and spin comes out at 987.46 kJ/mol.

Geometry as ORCA input:
```
! wB97M-V def2-TZVPD RIJCOSX def2/J DEFGRID3
* xyz 0 1
C -2.11 -0.92 -0.16
C -0.53 -0.90 -0.09
C 0.47 -0.02 -0.16
C 0.16 1.30 -0.15
C 1.12 2.29 0.13
C 1.94 -0.67 -0.01
C 2.96 -1.30 0.12
H -3.44 -0.25 1.36
H -2.37 -2.12 0.39
H -2.03 -0.98 -1.27
H -0.27 -2.03 0.09
H -0.89 1.44 -0.16
H 2.22 1.88 0.03
H 1.18 3.40 -0.08
H 3.77 -2.34 0.40
O -2.79 0.30 0.14
*
```

10.
Below is C7H8O4 as an isolated structure at a distorted geometry, with properties calculated with wB97M-V/def2-TZVPD.

The calculation puts the largest force on an atom at 10.77 eV Å⁻¹. For the HOMO energy, the calculation gives -0.385 Ha. The energy above the lowest of the compared OMol25 structures with the same formula, charge and spin comes out at 378.21 kJ/mol.

Geometry as ORCA input:
```
! wB97M-V def2-TZVPD RIJCOSX def2/J DEFGRID3
* xyz 0 1
C 1.91 -0.79 1.39
C 1.96 0.42 0.54
C -0.34 0.48 0.35
C -1.56 1.53 0.37
C -2.24 -0.21 -1.11
C -0.77 -0.34 -0.88
C -0.05 -1.13 -1.65
H 3.17 -1.26 1.62
H 1.42 -1.73 0.78
H 1.31 -0.38 2.22
H -0.38 -0.09 1.21
H -1.10 2.28 -0.21
H -1.94 1.63 1.45
H 0.86 -1.24 -1.55
H -0.50 -1.29 -2.74
O 2.99 0.82 0.00
O 0.81 1.14 0.39
O -2.63 0.87 -0.34
O -2.91 -0.69 -1.87
*
```

11.
Below is the molecule C7H8S at a distorted geometry, with properties calculated with wB97M-V/def2-TZVPD.

The calculation puts the largest force on an atom at 6.24 eV Å⁻¹. For the HOMO energy, the calculation gives -0.284 Ha. The energy above the lowest of the compared OMol25 structures with the same formula, charge and spin comes out at 313.94 kJ/mol.

Geometry as ORCA input:
```
! wB97M-V def2-TZVPD RIJCOSX def2/J DEFGRID3
* xyz 0 1
C -0.28 -0.62 0.14
C -1.31 0.48 0.20
C 0.84 -0.27 -0.31
C -2.61 0.19 0.17
C 2.03 0.06 -0.62
C -0.64 -2.03 0.48
C -0.92 1.90 0.21
S -4.14 -0.20 0.13
H 2.71 0.27 0.25
H 2.61 0.32 -1.56
H -1.71 -2.00 0.81
H -0.13 -2.42 1.40
H -0.40 -2.68 -0.37
H 0.24 1.83 0.35
H -1.34 2.50 0.90
H -1.10 2.29 -0.89
*
```

12.
Below is C7H9AlCl2LaNO4 as an isolated structure at a distorted geometry, with properties calculated with wB97M-V/def2-TZVPD.

The calculation puts the largest force on an atom at 12.57 eV Å⁻¹. For the HOMO energy, the calculation gives -0.797 Ha.

Geometry as ORCA input:
```
! wB97M-V def2-TZVPD RIJCOSX def2/J DEFGRID3
* xyz 4 1
La 1.12 3.51 -4.09
Al -1.17 0.06 -1.27
Cl 0.20 2.05 -1.72
Cl -1.66 -0.56 -3.20
C -2.95 0.49 -0.22
C 0.39 5.23 -2.79
C -1.14 3.72 -4.13
O -4.00 0.59 0.28
O -0.21 5.90 -2.04
O -2.25 3.91 -3.80
C 1.41 -2.26 2.72
N 1.05 -1.97 1.33
C 1.79 -2.63 0.25
C 0.12 -1.10 1.00
C -0.63 -0.29 1.99
O -0.10 -0.97 -0.28
H 2.16 -3.05 2.71
H 0.53 -2.60 3.29
H 1.83 -1.37 3.22
H 1.12 -3.24 -0.38
H 2.32 -1.90 -0.37
H 2.52 -3.28 0.74
H -0.08 0.65 2.20
H -1.64 -0.04 1.62
H -0.76 -0.83 2.93
*
```